Here is C25H34FeN4O3 as an isolated structure from the OMol25 dataset. Energies are from the ωB97M-V functional and the def2-TZVPD basis.

Element x y z (Å)
H (-2.90667, 0.44533, -2.17629)
C (2.67524, 0.21091, -0.64215)
C (-0.49137, -3.04466, -2.45697)
H (-3.99158, -1.42472, 0.58056)
N (-0.06327, -1.78229, -0.46461)
H (-2.95601, 2.16456, -1.76300)
C (-2.53504, 1.19737, -1.47050)
H (0.12114, 3.12495, -0.10834)
H (-1.20048, -2.22531, 2.34432)
H (-0.54982, 5.14364, 1.17212)
H (1.33143, -0.80465, -4.92328)
H (-2.43795, -2.28861, 0.53153)
N (-0.42119, 1.80171, 1.37079)
C (-3.00079, -1.45273, 0.12712)
C (-0.14579, -2.01086, 2.52283)
C (4.59189, -0.17047, 0.72438)
O (-1.10204, 1.23240, -1.53758)
H (1.35649, 2.08032, -2.13181)
H (2.20613, 0.35693, -1.60582)
O (1.10042, 0.47661, -3.36504)
H (-0.66031, -0.91742, -2.22896)
C (-2.97030, 0.91627, -0.05829)
H (-0.21092, -5.17294, -2.30576)
C (-1.30069, 2.70750, 3.39388)
C (-0.94401, 0.21323, 3.09386)
C (0.76408, 1.80267, -3.00878)
C (0.72712, -2.85626, 1.60727)
H (-2.71054, 1.74667, 0.59090)
H (1.02957, 2.49382, -3.81464)
C (-0.89651, 1.63871, 2.61417)
C (0.27318, -2.91873, 0.17368)
H (4.66569, 0.13598, -1.40767)
H (4.12558, -0.46467, 2.80783)
C (0.21939, -4.14708, -0.47177)
C (1.40935, -0.13207, 2.76004)
C (-0.42672, -1.85927, -1.75556)
H (0.48558, -5.04204, 0.07356)
H (-1.93241, -0.21141, 2.92006)
H (5.65906, -0.29679, 0.84737)
C (4.04546, 0.07024, -0.52540)
H (-1.29492, 1.59145, -3.57692)
H (-0.73808, 0.16214, 4.16745)
C (2.38444, -0.09783, 1.62189)
Fe (-0.17281, 0.03499, 0.38783)
N (0.05273, -0.56192, 2.32617)
H (-0.95225, 3.00815, -2.57399)
C (-0.70907, 1.95096, -2.72428)
C (1.07916, 0.24158, -4.77012)
H (0.09015, 0.43738, -5.19552)
C (-0.29211, 3.04196, 0.88635)
O (-2.30037, -0.24135, 0.45694)
C (3.74310, -0.26380, 1.81597)
H (0.06550, -2.26599, 3.56630)
C (-0.67135, 4.16031, 1.60308)
H (0.74315, -3.87115, 2.00317)
H (1.76352, -2.51140, 1.64300)
H (-3.09370, -1.57641, -0.95249)
H (1.76698, -0.75548, 3.58320)
H (-1.51050, 4.84245, 3.46146)
H (1.81575, 0.86731, -5.27816)
H (-1.67612, 2.53687, 4.39407)
H (-4.05186, 0.77605, -0.01971)
N (1.85363, 0.14312, 0.41408)
H (1.33227, 0.88654, 3.14433)
C (-0.16648, -4.21892, -1.79781)
C (-1.20020, 3.98857, 2.87436)
H (-0.79297, -3.04241, -3.49472)

Output
Charge: +2
E_HOMO: -14.83 eV
2S+1: 1
Frontier orbital gap: 9.75 eV

Here is a 2-piece molecular cluster, CH5NO3 overall at a distorted geometry from the OMol25 dataset. Energies are from the ωB97M-V functional and the def2-TZVPD basis.

Element x y z (Å)
H (-2.19561, 0.53874, 0.95998)
O (2.28174, -1.40635, 0.38604)
H (-0.94764, -0.53544, -1.92551)
H (1.53644, -1.38543, 1.13026)
O (-0.06103, 1.39534, 0.47483)
C (-0.56644, 0.43356, -0.06935)
H (0.24422, 0.65732, -1.84165)
N (-0.34724, 0.01984, -1.35268)
H (3.01086, -0.96344, 0.81946)
O (-1.69809, -0.12049, 0.48192)

Output
ΔE to the lowest compared entry with this formula, charge and spin: 83.66 kJ/mol
SMILES: NC(=O)O.O
Charge: 0
E_HOMO: -10.53 eV
2S+1: 1
Frontier orbital gap: 11.11 eV

Here is a 9-piece molecular cluster, C36H72O23 overall at a distorted geometry from the OMol25 dataset. Energies are from the ωB97M-V functional and the def2-TZVPD basis.

Element x y z (Å)
H (-10.16212, -16.17976, 13.29760)
C (-15.47775, -17.11003, 15.08526)
C (-8.87459, -13.93962, 4.44687)
C (-14.68210, -23.32263, 8.02170)
H (-17.83527, -20.26256, 13.15638)
H (-11.35255, -21.79744, 18.96679)
O (-13.40517, -21.35801, 17.22606)
H (-8.96125, -25.16436, 15.18890)
C (-18.47118, -14.78994, 7.24990)
H (-11.46120, -18.63976, 14.97618)
C (-19.85750, -15.20306, 7.43990)
H (-8.27565, -17.42768, 9.63541)
C (-12.01044, -23.23054, 13.31417)
O (-9.87838, -15.84743, 11.29541)
C (-17.69161, -19.44602, 9.87366)
C (-12.28606, -22.30845, 19.20241)
C (-9.54744, -24.86073, 14.32155)
H (-9.72384, -18.18170, 9.00240)
C (-12.36741, -19.12166, 14.60920)
H (-19.87962, -16.13256, 8.00881)
H (-9.00093, -25.09405, 13.40776)
O (-11.63067, -20.66401, 7.56308)
C (-16.20360, -18.31308, 11.34269)
H (-10.88338, -14.78345, 4.41091)
C (-14.16305, -21.91106, 8.10472)
H (-13.19026, -16.83969, 9.69528)
H (-17.71904, -20.11159, 9.01090)
H (-14.30417, -13.60906, 10.08687)
H (-14.96648, -23.59528, 9.03800)
O (-16.37144, -14.85148, 15.16382)
O (-17.07420, -17.69860, 11.97452)
H (-15.45241, -23.42543, 7.25739)
C (-13.56113, -17.81684, 9.38589)
H (-8.93011, -22.69788, 14.24984)
H (-7.99300, -13.68573, 5.03547)
H (-11.05640, -20.29194, 10.38721)
O (-11.24675, -21.03168, 16.48207)
H (-9.98862, -14.58839, 12.94496)
H (-14.23364, -23.43388, 11.69465)
H (-13.84444, -23.99337, 7.83054)
H (-14.96061, -13.02544, 17.06585)
H (-17.17166, -16.37295, 14.06436)
C (-13.13592, -22.54081, 17.98624)
C (-15.43314, -13.84199, 15.23060)
H (-20.34089, -14.40174, 7.99875)
C (-9.35221, -17.29917, 9.52310)
H (-20.40941, -15.47740, 6.54087)
O (-12.57133, -22.52611, 12.34250)
H (-12.17657, -14.16395, 11.92959)
C (-9.82458, -23.31514, 14.33355)
H (-16.20367, -19.80918, 14.88117)
H (-10.81843, -21.93356, 10.37087)
H (-15.78616, -15.62446, 13.45580)
H (-18.40717, -19.87048, 10.57786)
C (-13.85032, -18.65596, 10.58043)
H (-12.60045, -13.47512, 8.11934)
O (-14.44122, -13.66115, 14.48527)
C (-16.19628, -16.01053, 14.38899)
O (-10.39143, -14.19186, 6.32570)
H (-12.93645, -18.78280, 11.16082)
C (-10.13639, -17.05686, 10.71710)
C (-17.12321, -21.04518, 13.41827)
O (-12.57395, -23.81961, 14.19521)
H (-13.89326, -21.72230, 7.06563)
H (-12.47739, -23.23101, 17.45891)
C (-10.80189, -21.08620, 9.68544)
H (-14.28393, -15.34816, 10.18626)
H (-14.39712, -22.51917, 13.15697)
H (-14.16161, -19.66864, 10.32417)
H (-9.59411, -16.43046, 8.91078)
C (-13.91466, -22.51128, 12.17959)
H (-18.01778, -25.17411, 10.47519)
H (-14.02796, -23.03884, 18.36618)
H (-9.81203, -20.87195, 9.28249)
C (-11.80619, -14.20096, 8.29373)
O (-15.75516, -14.81137, 7.64819)
O (-17.80930, -14.94124, 8.51724)
C (-11.93652, -15.12760, 12.37888)
H (-16.77022, -13.11067, 16.72248)
H (-10.88103, -13.70346, 8.58473)
C (-11.83010, -21.18007, 8.62788)
H (-18.10733, -18.47898, 9.59061)
O (-10.70061, -22.96786, 13.25056)
H (-10.46845, -25.44164, 14.37037)
C (-16.54824, -20.83728, 14.76990)
H (-15.90340, -17.34013, 16.06198)
H (-14.21267, -21.61631, 11.63341)
H (-18.04952, -15.45696, 6.49798)
H (-12.78712, -18.17701, 8.70819)
H (-10.26572, -22.95611, 15.26338)
C (-15.76586, -12.93605, 16.33666)
C (-10.46750, -15.47329, 12.52576)
O (-13.05720, -19.85913, 15.65812)
H (-12.12064, -19.81021, 13.80106)
O (-16.20273, -14.60921, 9.91014)
O (-12.98378, -21.79547, 9.01741)
H (-16.39829, -20.89819, 12.61766)
H (-12.85516, -21.66875, 19.87695)
O (-18.54276, -23.89519, 12.09028)
C (-16.51840, -14.83263, 8.57257)
H (-14.43013, -16.84360, 15.22522)
H (-12.10896, -23.26778, 19.68862)
H (-14.89199, -14.38336, 11.48601)
H (-14.49164, -17.78165, 8.81931)
O (-16.43265, -19.18499, 10.35929)
H (-8.65335, -14.46731, 3.51913)
C (-18.02219, -22.72034, 12.08009)
H (-15.46361, -17.91999, 14.35597)
O (-17.69281, -22.33358, 13.31048)
H (-12.37258, -14.97177, 13.36562)
C (-14.89423, -14.47057, 10.39951)
H (-9.68460, -15.77233, 5.11894)
H (-9.30263, -12.98818, 4.13121)
O (-14.86117, -18.05702, 11.42455)
C (-11.37683, -14.85376, 7.01080)
H (-12.98648, -18.32108, 14.20432)
O (-17.62799, -22.21352, 11.01738)
H (-14.98012, -21.23514, 8.35695)
C (-10.02809, -14.73842, 5.08511)
H (-12.50227, -15.90142, 11.85999)
H (-18.38588, -13.76420, 6.89121)
O (-10.79475, -17.96913, 11.16653)
H (-17.30264, -20.90002, 15.55414)
C (-18.87342, -24.66184, 10.91516)
H (-19.24264, -24.03572, 10.10291)
O (-11.97046, -15.87726, 6.66266)
H (-15.68696, -11.93969, 15.90174)
C (-12.45614, -20.76523, 16.51462)
H (-12.24198, -14.95635, 8.94760)
H (-15.79662, -21.58706, 15.01690)
H (-19.65125, -25.39059, 11.14315)

Output
ΔE to the lowest compared entry with this formula, charge and spin: 0.00 kJ/mol
SMILES: CCOC(=O)OC.CCOC(=O)OC.CCOC(=O)OC.CCOC(=O)OC.CCOC(=O)OC.CCOC(C)=O.CCOC(C)=O.CCOC(C)=O.CCOC(C)=O
Charge: 0
E_HOMO: -10.03 eV
2S+1: 1
Frontier orbital gap: 10.67 eV

Here is a 3-piece molecular cluster, CH8N2O3 overall at a distorted geometry from the OMol25 dataset. Energies are from the ωB97M-V functional and the def2-TZVPD basis.

Element x y z (Å)
H (-0.04636, -2.47480, 0.65644)
H (0.55105, 2.12963, 1.11175)
N (0.04572, 2.26232, 0.24494)
C (0.09230, 1.18525, -0.63777)
O (0.83354, -2.43081, 1.06722)
H (-0.87446, 2.67668, 0.30711)
N (1.26618, 0.43518, -0.48733)
H (2.12221, 0.88588, -0.17493)
H (-1.93646, -0.59613, 0.23094)
H (1.39398, -0.51924, -0.81931)
O (-0.74732, 0.96708, -1.45826)
H (-1.98558, -1.42043, -0.97993)
O (-1.97117, -1.52785, -0.01811)
H (1.25636, -1.57276, 0.95722)

Output
ΔE to the lowest compared entry with this formula, charge and spin: 124.42 kJ/mol
Charge: +1
E_HOMO (alpha / beta): -15.03 / -15.01 eV
2S+1: 2
⟨S²⟩: 0.77
Frontier orbital gap (alpha / beta): 10.62 / 4.32 eV

Here is C10H20N2O3 as an isolated structure at a distorted geometry from the OMol25 dataset. Energies are from the ωB97M-V functional and the def2-TZVPD basis.

Element x y z (Å)
H (-2.63567, -2.36674, 1.32405)
C (3.26068, 1.77354, -0.35956)
H (-3.34161, 2.02682, -0.18129)
O (2.80764, -2.06638, 0.74413)
H (-4.64154, -0.57533, 0.88408)
H (3.53344, 1.94887, -1.41786)
C (2.02122, 0.92555, 0.09267)
H (-5.06652, 0.12927, -1.23502)
H (2.56721, 1.72786, 2.29402)
C (1.85613, -0.48827, -0.70108)
H (3.17448, 2.80716, 0.18097)
O (4.06699, -1.42976, -1.04241)
C (-4.23038, -0.53955, -0.35076)
H (-2.95042, 1.38895, 1.49412)
C (2.25218, 0.86387, 1.59994)
H (-1.53869, 1.58550, 0.19070)
H (3.84887, -0.74983, -1.79133)
C (2.89916, -1.53004, -0.39109)
H (-1.98032, -1.80473, -1.08645)
H (-1.56264, -1.07357, 1.61752)
H (1.08958, 1.51356, -0.32975)
C (-2.60677, 1.25118, 0.36231)
H (1.22210, 0.52233, 1.96864)
H (4.22413, 1.35066, 0.12167)
N (0.59434, -0.93600, -0.10741)
N (-1.74549, -1.84242, 0.92594)
H (-2.60912, 0.48577, -1.53677)
C (-1.79750, -1.11952, -0.31196)
H (-4.26590, -1.77451, -0.68961)
H (0.58599, -1.74903, 0.43905)
H (1.76884, -0.21953, -1.76862)
H (3.08042, 0.05152, 1.78349)
C (-2.87778, 0.00874, -0.46604)
C (-0.59376, -0.48450, -0.65844)
O (-0.40928, 0.38854, -1.59782)

Output
ΔE to the lowest compared entry with this formula, charge and spin: 555.85 kJ/mol
Charge: 0
E_HOMO: -9.38 eV
2S+1: 1
Frontier orbital gap: 9.89 eV

Here is the molecule C15H15FN4O2 at a distorted geometry from the OMol25 dataset. Energies are from the ωB97M-V functional and the def2-TZVPD basis.

Element x y z (Å)
N (0.41803, 3.77396, 0.10311)
H (-0.27553, -3.06883, -1.97808)
H (-2.39773, -1.63180, 0.91816)
N (-0.87697, -0.49068, 0.15393)
C (3.20212, 0.02185, 0.99301)
H (-0.52803, -1.35594, -2.33738)
H (4.82381, 1.90991, -1.30710)
N (-2.83801, 0.68794, 0.41250)
H (3.37981, -0.82713, 1.63359)
H (0.32253, -2.88552, 0.23455)
C (4.19812, 0.47587, 0.14702)
C (-0.82769, 1.92134, 0.26640)
C (-1.54038, -1.77151, 0.24694)
C (2.80004, 2.22858, -0.65438)
C (1.98619, 0.67986, 1.00278)
H (-4.54770, 1.78390, 0.56951)
F (5.38110, -0.16906, 0.12542)
C (4.01775, 1.57698, -0.67284)
H (2.62974, 3.09315, -1.27564)
H (-2.85144, -1.51562, -1.41432)
H (-1.04236, -3.74414, 0.98554)
C (-3.47345, 1.84438, 0.45864)
H (0.12462, -0.49194, 0.03426)
O (-0.89109, 4.15928, 0.16218)
C (-2.08355, -2.23071, -1.11516)
C (0.48757, 2.47125, 0.17196)
C (-1.50610, 0.68133, 0.28280)
C (-1.02406, -2.31499, -2.20764)
C (1.77114, 1.77706, 0.16975)
C (-1.64820, 3.06619, 0.26721)
H (1.21989, 0.35567, 1.69159)
C (-0.55503, -2.76676, 0.87417)
N (-2.97191, 3.06044, 0.36380)
H (-0.77885, -2.21369, 2.72879)
H (-1.49229, -2.58254, -3.15139)
H (-2.56084, -3.20333, -0.98670)
O (-0.05123, -2.30474, 2.10301)

Output
ΔE to the lowest compared entry with this formula, charge and spin: 0.56 kJ/mol
SMILES: CC[C@@H](CO)Nc1ncnc2onc(-c3ccc(F)cc3)c12
Charge: 0
E_HOMO: -8.82 eV
2S+1: 1
Frontier orbital gap: 9.19 eV